Entry 1:
{"formula": "C27H43Br4O14P", "method": "ωB97M-V/def2-TZVPD", "lumo_energy_ev": 0.32, "e_above_lowest_kj_mol": 0.0, "multiplicity": 1, "smiles": "CCP(C)[C@@](OC=O)([C@H](Br)[C@@H](C)Br)[C@@H](Br)[C@H](C)Br.C[C@@H]1COC(=O)O1.C[C@@H]1COC(=O)O1.C[C@@H]1COC(=O)O1.C[C@@H]1COC(=O)O1", "gap_ha": 0.334, "species": ["C", "C", "P", "C", "C", "O", "C", "O", "C", "Br", "C", "C", "Br", "C", "Br", "C", "C", "Br", "H", "H", "H", "H", "H", "H", "H", "H", "H", "H", "H", "H", "H", "H", "H", "H", "H", "H", "H", "C", "C", "C", "O", "C", "O", "O", "H", "H", "H", "H", "H", "H", "C", "C", "C", "O", "C", "O", "O", "H", "H", "H", "H", "H", "H", "C", "C", "C", "O", "C", "O", "O", "H", "H", "H", "H", "H", "H", "C", "C", "C", "O", "C", "O", "O", "H", "H", "H", "H", "H", "H"], "coordinates": [[-3.847, -2.031, 1.442], [-3.510, -1.722, -0.017], [-1.990, -0.775, -0.481], [-2.446, 0.790, 0.370], [-0.508, -1.518, 0.505], [-0.458, -2.936, 0.294], [-1.382, -3.678, -0.371], [-1.304, -3.942, -1.518], [0.818, -1.056, -0.194], [0.936, 0.878, -0.362], [1.061, -1.742, -1.562], [1.799, -0.932, -2.616], [2.151, -3.346, -1.232], [-0.520, -1.267, 2.095], [-0.560, -3.002, 3.037], [0.578, -0.379, 2.733], [1.162, -0.778, 4.080], [-0.149, 1.440, 2.999], [-3.014, -2.461, 2.000], [-4.657, -2.764, 1.474], [-4.225, -1.145, 1.955], [-3.586, -2.616, -0.641], [-4.279, -1.048, -0.415], [-2.465, 0.744, 1.458], [-3.469, 0.983, 0.030], [-1.812, 1.612, 0.049], [-2.211, -4.003, 0.278], [1.648, -1.345, 0.449], [0.115, -2.090, -1.972], [2.728, -0.512, -2.227], [1.160, -0.138, -2.999], [2.051, -1.598, -3.442], [-1.481, -0.858, 2.389], [1.411, -0.241, 2.051], [1.757, 0.063, 4.436], [0.405, -0.991, 4.833], [1.843, -1.622, 3.961], [-9.577, 1.253, 2.732], [-8.938, 0.031, 2.131], [-7.684, -0.469, 2.826], [-6.949, -1.053, 1.744], [-7.331, -0.440, 0.599], [-6.767, -0.551, -0.444], [-8.425, 0.318, 0.813], [-10.462, 1.543, 2.168], [-9.875, 1.047, 3.760], [-8.877, 2.089, 2.726], [-9.663, -0.781, 2.024], [-7.865, -1.222, 3.588], [-7.098, 0.352, 3.245], [-4.115, 2.738, -4.453], [-2.744, 2.134, -4.588], [-2.491, 0.885, -3.762], [-1.090, 0.980, -3.491], [-0.734, 2.285, -3.543], [0.316, 2.711, -3.178], [-1.738, 3.024, -4.061], [-4.209, 3.629, -5.072], [-4.870, 2.017, -4.767], [-4.305, 3.018, -3.416], [-2.494, 1.953, -5.637], [-2.700, -0.048, -4.279], [-3.032, 0.908, -2.813], [6.140, 1.921, 1.808], [5.883, 0.709, 2.659], [4.432, 0.280, 2.743], [4.352, -0.295, 4.049], [5.315, 0.273, 4.820], [5.385, 0.157, 6.001], [6.163, 0.989, 4.052], [7.201, 2.164, 1.788], [5.807, 1.736, 0.787], [5.596, 2.778, 2.208], [6.511, -0.129, 2.356], [4.153, -0.461, 1.997], [3.748, 1.134, 2.695], [8.307, 1.575, -3.860], [8.067, 0.351, -3.019], [6.621, -0.099, -2.902], [6.590, -0.692, -1.599], [7.574, -0.134, -0.859], [7.690, -0.273, 0.318], [8.387, 0.609, -1.636], [9.365, 1.828, -3.883], [7.973, 1.393, -4.882], [7.758, 2.426, -3.454], [8.699, -0.480, -3.344], [6.319, -0.834, -3.642], [5.933, 0.749, -2.917]]}

Entry 2:
{"formula": "C27H43BrFeN2P2", "method": "ωB97M-V/def2-TZVPD", "lumo_energy_ev": [-6.38, -9.12], "e_above_lowest_kj_mol": 35.4, "s_squared": 6.38, "multiplicity": 5, "gap_ha": [0.222, 0.138], "charge": 2, "species": ["N", "C", "C", "C", "C", "C", "C", "Fe", "P", "C", "C", "C", "C", "C", "C", "C", "Br", "H", "H", "H", "H", "H", "H", "H", "H", "H", "H", "P", "C", "C", "H", "H", "H", "H", "H", "C", "C", "H", "H", "H", "H", "H", "C", "C", "H", "H", "H", "H", "H", "C", "C", "H", "H", "H", "H", "H", "C", "C", "H", "H", "H", "H", "H", "C", "C", "H", "H", "H", "H", "H", "C", "C", "N", "H", "H", "H"], "coordinates": [[-5.570, 3.903, -3.248], [-5.497, 4.198, -1.949], [-4.728, 3.454, -1.049], [-3.903, 2.391, -1.531], [-4.041, 2.075, -2.913], [-4.879, 2.862, -3.714], [-2.863, 1.775, -0.734], [-0.474, 0.505, 0.165], [3.815, -0.747, 0.821], [-1.675, 1.189, -1.302], [-0.441, 2.052, -1.261], [0.599, 1.998, -2.245], [1.861, 2.490, -1.937], [2.029, 3.328, -0.806], [0.935, 3.623, 0.026], [-0.255, 2.880, -0.104], [3.707, 3.836, -0.263], [-2.923, 1.936, 0.354], [-1.823, 0.567, -2.200], [-4.711, 3.772, -0.009], [-3.465, 1.280, -3.383], [-6.087, 5.061, -1.630], [-4.978, 2.639, -4.781], [0.380, 1.615, -3.244], [-1.140, 3.167, 0.470], [2.716, 2.232, -2.572], [0.999, 4.397, 0.785], [-0.928, -1.899, -0.021], [4.370, 0.994, 0.968], [5.816, 1.301, 0.585], [4.165, 1.321, 1.998], [3.680, 1.550, 0.317], [5.991, 2.375, 0.722], [6.507, 0.752, 1.233], [6.027, 1.049, -0.460], [3.122, -0.892, -0.851], [4.137, -1.597, -1.757], [2.875, 0.113, -1.216], [2.189, -1.469, -0.786], [3.720, -1.712, -2.761], [5.073, -1.030, -1.837], [4.382, -2.597, -1.375], [2.525, -0.823, 2.094], [3.173, -1.388, 3.361], [1.710, -1.464, 1.738], [2.120, 0.185, 2.254], [2.456, -1.938, 3.975], [3.984, -2.082, 3.106], [3.602, -0.587, 3.970], [-0.671, -2.792, 1.568], [-1.363, -4.150, 1.689], [-0.966, -2.127, 2.389], [0.415, -2.935, 1.653], [-2.430, -4.053, 1.912], [-1.279, -4.757, 0.783], [-0.896, -4.732, 2.495], [-0.092, -3.087, -1.146], [-0.063, -2.716, -2.620], [-0.633, -4.036, -1.006], [0.926, -3.254, -0.761], [-1.065, -2.729, -3.058], [0.375, -1.726, -2.781], [0.533, -3.455, -3.171], [-2.681, -2.236, -0.433], [-3.715, -1.798, 0.597], [-2.771, -3.316, -0.624], [-2.853, -1.739, -1.398], [-4.514, -1.226, 0.109], [-4.168, -2.670, 1.086], [-3.291, -1.160, 1.381], [-1.168, 0.277, 4.537], [-1.250, 0.451, 3.112], [-1.211, 0.641, 1.958], [-0.240, -0.262, 4.808], [-2.033, -0.309, 4.882], [-1.185, 1.258, 5.038]]}

Entry 3:
{"formula": "C27H43BrN2O2P2Zn", "method": "ωB97M-V/def2-TZVPD", "lumo_energy_ev": [-6.33, -8.27], "e_above_lowest_kj_mol": 0.0, "multiplicity": 1, "gap_ha": [0.258, 0.141], "charge": 2, "species": ["C", "C", "C", "C", "N", "C", "C", "C", "C", "C", "C", "C", "C", "C", "Zn", "P", "H", "H", "H", "H", "H", "H", "H", "H", "C", "C", "H", "H", "H", "H", "H", "C", "C", "H", "H", "H", "H", "H", "C", "C", "H", "H", "H", "H", "H", "Br", "P", "C", "C", "H", "H", "H", "H", "H", "C", "C", "H", "H", "H", "H", "H", "C", "C", "H", "H", "H", "H", "H", "N", "C", "C", "O", "O", "H", "H", "H", "H", "H"], "coordinates": [[1.160, -5.907, -1.792], [2.105, -4.880, -2.014], [2.887, -4.959, -3.175], [2.643, -5.978, -4.102], [1.728, -6.925, -3.893], [0.994, -6.898, -2.776], [2.272, -3.728, -1.147], [1.757, -2.878, -0.306], [0.823, -2.098, 0.447], [-0.156, -1.332, -0.227], [-0.643, -0.170, 0.350], [-0.255, 0.202, 1.649], [0.509, -0.709, 2.407], [1.017, -1.857, 1.828], [3.554, -2.432, -0.685], [-2.555, 2.231, -0.672], [3.667, -4.221, -3.367], [0.565, -5.950, -0.884], [3.224, -6.008, -5.033], [0.249, -7.693, -2.654], [1.640, -2.542, 2.401], [-0.409, -1.621, -1.254], [0.743, -0.492, 3.452], [-1.315, 0.495, -0.212], [-3.084, 3.630, 0.407], [-2.919, 5.043, -0.153], [-2.460, 3.515, 1.310], [-4.127, 3.435, 0.706], [-3.281, 5.762, 0.595], [-1.867, 5.280, -0.359], [-3.502, 5.202, -1.071], [-1.836, 2.963, -2.188], [-1.634, 1.955, -3.322], [-0.863, 3.378, -1.878], [-2.461, 3.809, -2.504], [-0.824, 2.302, -3.975], [-1.352, 0.962, -2.954], [-2.533, 1.847, -3.941], [-4.147, 1.507, -1.223], [-5.117, 2.489, -1.875], [-4.583, 1.048, -0.321], [-3.899, 0.685, -1.911], [-6.042, 1.956, -2.122], [-5.381, 3.316, -1.206], [-4.721, 2.907, -2.809], [-0.517, 1.909, 2.282], [3.965, 1.160, 0.737], [2.509, 1.966, -0.078], [2.645, 3.492, -0.025], [1.599, 1.636, 0.447], [2.456, 1.606, -1.116], [1.921, 3.970, -0.697], [2.454, 3.877, 0.986], [3.649, 3.814, -0.332], [3.328, 0.984, 2.454], [4.206, 1.777, 3.427], [3.327, -0.087, 2.692], [2.284, 1.332, 2.480], [3.675, 1.942, 4.369], [5.123, 1.224, 3.654], [4.495, 2.752, 3.019], [4.125, -0.445, -0.028], [5.243, -0.478, -1.092], [3.078, -0.466, -0.471], [4.303, -1.183, 0.808], [5.469, -1.512, -1.411], [4.948, 0.118, -1.966], [6.161, -0.041, -0.673], [-4.869, -1.182, 3.821], [-3.695, -2.068, 3.661], [-3.166, -1.699, 2.271], [-2.316, -2.480, 1.815], [-3.688, -0.647, 1.773], [-4.779, -0.641, 4.684], [-5.717, -1.744, 3.886], [-4.830, -0.564, 2.950], [-2.953, -1.852, 4.430], [-3.999, -3.114, 3.702]]}